Arrangement 1

17
Properties=species:S:1:pos:R:3 method="wB97M-V/def2-TZVPD" orbital_gap_ev=10.32 e_homo_ev=-9.262 mol_weight_g_mol=98.14
C 2.87 -1.25 -0.76
C 0.66 1.02 -1.51
C -0.07 0.57 -0.52
C -0.68 1.51 0.54
C -0.87 -1.28 1.12
C -0.47 -0.91 -0.29
O 2.93 -0.71 0.24
H 0.89 2.10 -1.44
H 0.99 0.35 -2.30
H -0.18 1.46 1.51
H -1.76 1.26 0.66
H -0.44 2.45 0.23
H -1.61 -0.54 1.45
H 0.02 -1.17 1.77
H -1.24 -2.36 1.18
H -1.34 -1.04 -1.00
H 0.29 -1.46 -0.88



Arrangement 2

17
Properties=species:S:1:pos:R:3 method="wB97M-V/def2-TZVPD" orbital_gap_ev="7.85 / 8.92" e_homo_ev="-7.564 / -8.108" mol_weight_g_mol=98.14
C -0.77 -1.18 0.33
C -1.29 0.22 0.44
C 0.73 -1.10 0.09
C 1.06 0.28 -0.31
C -2.14 0.81 -0.61
C 2.42 0.84 0.21
O 1.13 -0.76 -1.18
H -0.96 -1.69 1.27
H -1.23 -1.71 -0.50
H -1.23 0.67 1.46
H 1.33 -1.82 0.75
H -1.71 1.03 -1.59
H -2.69 1.76 -0.35
H -2.99 0.06 -0.74
H 2.52 0.70 1.20
H 2.70 1.81 -0.12
H 3.12 0.07 -0.35



Q: Which of them is the most stable? A: arrangement 1.



Arrangement 1

17
Properties=species:S:1:pos:R:3 method="wB97M-V/def2-TZVPD" orbital_gap_ev=8.45 e_homo_ev=-7.580 mol_weight_g_mol=98.14 smiles="CC/C=C/C=C/O"
C -1.38 0.39 -2.59
C 0.06 0.38 -1.96
C 0.13 -0.40 -0.68
C 0.76 0.01 0.48
C 0.52 -0.65 1.69
C 0.91 -0.17 2.88
O 0.24 -0.69 3.97
H -1.75 -0.60 -2.74
H -2.13 0.87 -2.02
H -1.33 0.90 -3.60
H 0.82 0.06 -2.71
H 0.29 1.44 -1.76
H -0.35 -1.33 -0.67
H 1.67 0.63 0.29
H -0.25 -1.40 1.65
H 1.58 0.68 3.07
H 0.23 -0.09 4.71



Arrangement 2

17
Properties=species:S:1:pos:R:3 method="wB97M-V/def2-TZVPD" orbital_gap_ev=10.33 e_homo_ev=-9.813 mol_weight_g_mol=98.14
C -1.93 -0.41 -0.27
C -1.09 0.85 -0.35
C -0.28 1.37 0.79
C 0.48 0.67 -0.28
C 0.95 -0.66 0.19
C 2.29 -1.08 -0.42
O 3.01 -0.37 -1.10
H -2.99 -0.16 -0.25
H -1.71 -0.98 0.63
H -1.75 -1.04 -1.15
H -1.55 1.59 -1.04
H -0.19 2.47 0.79
H -0.05 0.61 1.76
H 1.22 1.23 -0.84
H 0.26 -1.50 0.14
H 0.72 -0.46 1.60
H 2.59 -2.12 -0.20



Q: Which of them is the most stable? A: arrangement 1.



Arrangement 1

20
Properties=species:S:1:pos:R:3 method="wB97M-V/def2-TZVPD" orbital_gap_ev=10.14 e_homo_ev=-9.332 mol_weight_g_mol=120.13 smiles=CC(C)(P)CCO
C -0.84 1.38 -0.06
C -1.33 -0.91 0.81
C 1.30 -0.34 -0.14
C 1.03 -1.03 -1.55
C -0.30 0.19 0.73
O 0.24 -0.19 -2.36
P 0.66 0.64 2.36
H -1.57 2.03 0.37
H -0.03 2.10 -0.31
H -1.26 1.04 -0.98
H -1.22 -1.43 -0.12
H -2.41 -0.64 1.14
H -1.05 -1.69 1.61
H 2.03 0.43 -0.22
H 1.67 -1.18 0.49
H 1.94 -1.09 -2.15
H 0.51 -2.02 -1.26
H 0.07 -0.48 -3.20
H -0.35 1.36 3.06
H 0.91 1.85 1.78



Arrangement 2

20
Properties=species:S:1:pos:R:3 method="wB97M-V/def2-TZVPD" orbital_gap_ev=9.22 e_homo_ev=-8.355 mol_weight_g_mol=120.13 smiles=CPC(C)(C)CO
C 0.73 -1.20 0.49
C 1.08 0.33 -1.44
C 0.85 1.28 0.85
C -2.22 -1.29 -0.25
C 0.43 0.17 -0.11
O 0.76 2.54 0.32
P -1.50 0.37 -0.29
H -0.06 -1.42 1.34
H 0.80 -2.12 -0.18
H 1.61 -1.12 0.99
H 0.84 1.28 -1.77
H 0.89 -0.44 -2.32
H 2.21 0.40 -1.37
H 1.99 1.14 1.09
H -0.10 2.82 0.39
H 0.36 1.10 1.83
H -3.27 -1.21 -0.38
H -1.59 -1.81 -0.91
H -2.07 -1.66 0.76
H -1.75 0.83 0.97



Q: Which of them is the most stable? A: arrangement 2.



Arrangement 1

12
Properties=species:S:1:pos:R:3 method="wB97M-V/def2-TZVPD" orbital_gap_ev=8.72 e_homo_ev=-8.675 mol_weight_g_mol=82.10
C -1.99 -0.10 -0.68
C -1.10 -0.01 0.54
C 1.19 -0.45 0.62
O 0.25 0.31 0.13
C 2.46 0.05 0.17
C 3.61 0.36 -0.07
H -3.03 -0.16 -0.36
H -1.76 -0.98 -1.28
H -1.87 0.79 -1.31
H -1.06 -0.94 1.11
H -1.41 0.81 1.19
H 4.60 0.66 -0.32



Arrangement 2

12
Properties=species:S:1:pos:R:3 method="wB97M-V/def2-TZVPD" orbital_gap_ev=10.80 e_homo_ev=-9.878 mol_weight_g_mol=82.10 smiles="C#CCCC=O"
O 1.18 2.34 0.36
C 0.75 1.58 1.19
C 0.19 0.21 0.88
C 0.19 -0.13 -0.62
C -0.69 -1.27 -0.86
C -1.47 -2.18 -0.96
H 0.73 1.86 2.26
H -0.83 0.17 1.28
H 0.76 -0.53 1.45
H -0.14 0.75 -1.19
H 1.21 -0.34 -0.96
H -2.17 -2.98 -1.04



Arrangement 3

12
Properties=species:S:1:pos:R:3 method="wB97M-V/def2-TZVPD" orbital_gap_ev=9.12 e_homo_ev=-8.324 mol_weight_g_mol=82.10 smiles=Cc1ccoc1
C -1.41 -0.03 0.11
C -0.27 0.15 -0.90
C 0.39 1.27 -0.43
O 1.43 0.93 0.34
C 1.47 -0.46 0.32
C 0.61 -0.95 -0.58
H -2.14 0.79 0.13
H -0.71 -0.14 1.05
H -1.92 -1.00 0.06
H 0.09 2.31 -0.40
H 2.15 -0.89 1.05
H 0.32 -1.98 -0.75



Q: Which of them is the most stable? A: arrangement 2.